10 unconnected molecules or ions with the total composition C31H82O10 at a distorted geometry. Source: the Open Molecules 2025 dataset; level of theory: wB97M-V/def2-TZVPD.

Last columns: bonded neighbours and bond lengths (Å).
Atoms and positions in Å:
1 C 2.440 21.956 -18.213  C2 1.523, H5 1.097, H6 1.090, H7 1.097
2 C 2.227 21.464 -19.639  C1 1.523, C3 1.540, O4 1.416, H8 1.099
3 C 0.826 20.855 -19.836  C2 1.540, H9 1.096, H10 1.087, H11 1.086
4 O 2.382 22.552 -20.533  C2 1.416, H12 0.974
5 H 2.135 21.195 -17.485  C1 1.097
6 H 1.961 22.891 -17.924  C1 1.090
7 H 3.511 22.075 -18.006  C1 1.097
8 H 2.905 20.613 -19.792  C2 1.099
9 H 0.158 21.724 -19.851  C3 1.096
10 H 0.511 20.300 -18.956  C3 1.087
11 H 0.808 20.332 -20.788  C3 1.086
12 H 3.202 23.028 -20.314  O4 0.974
13 C 5.195 18.491 -17.469  C14 1.517, H17 1.090, H18 1.096, H19 1.097
14 C 4.929 18.043 -16.045  C13 1.517, C15 1.536, O16 1.452, H20 1.095
15 C 4.666 19.230 -15.106  C14 1.536, H21 1.087, H22 1.095, H23 1.089
16 O 3.745 17.201 -16.030  C14 1.452, H24 0.958
17 H 5.197 17.768 -18.284  C13 1.090
18 H 6.169 18.977 -17.594  C13 1.096
19 H 4.512 19.315 -17.707  C13 1.097
20 H 5.676 17.338 -15.665  C14 1.095
21 H 5.318 20.064 -15.353  C15 1.087
22 H 4.941 18.890 -14.102  C15 1.095
23 H 3.604 19.458 -15.039  C15 1.089
24 H 3.176 17.420 -15.292  O16 0.958
25 C 3.001 23.307 -23.929  C26 1.514, H29 1.092, H30 1.088, H31 1.097
26 C 2.204 22.143 -24.478  C25 1.514, C27 1.521, O28 1.445, H32 1.094
27 C 2.013 22.065 -25.985  C26 1.521, H33 1.094, H34 1.090, H35 1.090
28 O 2.920 20.934 -24.141  C26 1.445, H36 0.965
29 H 3.807 23.604 -24.604  C25 1.092
30 H 3.336 23.114 -22.913  C25 1.088
31 H 2.377 24.206 -23.844  C25 1.097
32 H 1.234 22.208 -23.977  C26 1.094
33 H 1.420 21.174 -26.212  C27 1.094
34 H 2.935 21.877 -26.536  C27 1.090
35 H 1.475 22.931 -26.369  C27 1.090
36 H 2.641 20.691 -23.250  O28 0.965
37 C 5.662 28.375 -15.441  C38 1.521, H42 1.086, H43 1.091, H44 1.090
38 C 5.201 27.247 -16.352  C37 1.521, O39 1.426, H45 1.098, H46 1.092
39 O 4.824 26.065 -15.647  C38 1.426, C40 1.416
40 C 3.616 26.109 -14.909  O39 1.416, C41 1.533, H47 1.095, H48 1.095
41 C 3.074 24.676 -14.856  C40 1.533, H49 1.096, H50 1.087, H51 1.085
42 H 5.829 29.283 -16.012  C37 1.086
43 H 4.897 28.469 -14.669  C37 1.091
44 H 6.586 28.045 -14.965  C37 1.090
45 H 4.342 27.546 -16.966  C38 1.098
46 H 5.996 26.910 -17.020  C38 1.092
47 H 3.802 26.466 -13.891  C40 1.095
48 H 2.894 26.801 -15.355  C40 1.095
49 H 2.313 24.669 -14.067  C41 1.096
50 H 3.848 24.016 -14.470  C41 1.087
51 H 2.590 24.416 -15.792  C41 1.085
52 C -0.544 19.693 -23.596  C53 1.517, H57 1.093, H58 1.086, H59 1.094
53 C -0.154 18.232 -23.715  C52 1.517, O54 1.404, H60 1.100, H61 1.095
54 O -1.206 17.423 -23.259  C53 1.404, C55 1.409
55 C -0.962 16.042 -23.394  O54 1.409, C56 1.535, H62 1.094, H63 1.095
56 C -2.160 15.331 -22.748  C55 1.535, H64 1.088, H65 1.088, H66 1.094
57 H -0.704 20.017 -22.565  C52 1.093
58 H 0.159 20.343 -24.108  C52 1.086
59 H -1.528 19.925 -24.014  C52 1.094
60 H 0.046 18.074 -24.785  C53 1.100
61 H 0.800 18.027 -23.217  C53 1.095
62 H -0.945 15.797 -24.460  C55 1.094
63 H -0.071 15.697 -22.859  C55 1.095
64 H -2.322 15.747 -21.757  C56 1.088
65 H -2.078 14.245 -22.752  C56 1.088
66 H -3.028 15.550 -23.376  C56 1.094
67 C -2.633 21.488 -17.435  C68 1.513, H72 1.087, H73 1.093, H74 1.089
68 C -2.126 22.792 -18.012  C67 1.513, O69 1.412, H75 1.099, H76 1.098
69 O -2.916 23.890 -17.608  C68 1.412, C70 1.409
70 C -2.717 25.046 -18.389  O69 1.409, C71 1.532, H77 1.098, H78 1.097
71 C -3.574 26.141 -17.745  C70 1.532, H79 1.092, H80 1.086, H81 1.092
72 H -1.852 20.742 -17.560  C67 1.087
73 H -2.868 21.629 -16.378  C67 1.093
74 H -3.562 21.176 -17.911  C67 1.089
75 H -1.093 22.947 -17.671  C68 1.099
76 H -2.091 22.685 -19.104  C68 1.098
77 H -1.668 25.369 -18.390  C70 1.098
78 H -3.022 24.901 -19.433  C70 1.097
79 H -3.428 27.086 -18.272  C71 1.092
80 H -3.367 26.162 -16.678  C71 1.086
81 H -4.638 25.926 -17.868  C71 1.092
82 C 3.337 25.974 -19.696  C83 1.522, H87 1.092, H88 1.093, H89 1.088
83 C 4.716 25.349 -19.541  C82 1.522, O84 1.397, H90 1.104, H91 1.099
84 O 4.749 24.040 -20.029  C83 1.397, C85 1.422
85 C 6.053 23.477 -19.976  O84 1.422, C86 1.524, H92 1.094, H93 1.094
86 C 5.947 22.024 -20.423  C85 1.524, H94 1.097, H95 1.084, H96 1.091
87 H 2.932 25.726 -20.680  C82 1.092
88 H 2.584 25.591 -19.002  C82 1.093
89 H 3.396 27.055 -19.581  C82 1.088
90 H 5.401 25.975 -20.140  C83 1.104
91 H 5.105 25.458 -18.519  C83 1.099
92 H 6.734 24.060 -20.603  C85 1.094
93 H 6.421 23.521 -18.946  C85 1.094
94 H 5.172 21.596 -19.776  C86 1.097
95 H 6.817 21.385 -20.310  C86 1.084
96 H 5.493 22.017 -21.415  C86 1.091
97 C 1.023 16.918 -20.104  C98 1.516, H100 1.090, H101 1.097, H102 1.091
98 C 2.258 17.390 -19.362  C97 1.516, O99 1.425, H103 1.095, H104 1.100
99 O 2.640 16.338 -18.481  C98 1.425, H105 0.974
100 H 1.223 16.152 -20.853  C97 1.090
101 H 0.519 17.704 -20.680  C97 1.097
102 H 0.266 16.557 -19.407  C97 1.091
103 H 2.158 18.315 -18.786  C98 1.095
104 H 3.025 17.628 -20.114  C98 1.100
105 H 3.148 16.773 -17.772  O99 0.974
106 C -2.254 19.234 -20.254  C107 1.535, H109 1.091, H110 1.092, H111 1.089
107 C -3.644 18.610 -20.439  C106 1.535, O108 1.414, H112 1.095, H113 1.097
108 O -4.466 18.789 -19.302  C107 1.414, H114 0.964
109 H -2.306 20.310 -20.426  C106 1.091
110 H -1.547 18.797 -20.962  C106 1.092
111 H -1.842 19.004 -19.272  C106 1.089
112 H -3.546 17.532 -20.603  C107 1.095
113 H -4.073 18.916 -21.401  C107 1.097
114 H -4.875 19.658 -19.374  O108 0.964
115 C 7.204 21.760 -16.717  C116 1.498, H118 1.089, H119 1.095, H120 1.092
116 C 6.263 22.757 -16.114  C115 1.498, O117 1.423, H121 1.101, H122 1.097
117 O 6.682 24.077 -16.443  C116 1.423, H123 0.969
118 H 7.226 21.621 -17.796  C115 1.089
119 H 6.994 20.767 -16.304  C115 1.095
120 H 8.233 21.903 -16.380  C115 1.092
121 H 6.276 22.688 -15.015  C116 1.101
122 H 5.186 22.642 -16.291  C116 1.097
123 H 5.936 24.688 -16.532  O117 0.969

Calculated values
LUMO energy, eV: 0.5
Structure (SMILES): CC(C)O.CC(C)O.CC(C)O.CCOCC.CCOCC.CCOCC.CCOCC.CCO.CCO.CCO
Maximum force, hartree/bohr: 0.0353
Kohn-Sham gap, eV: 10.1014
Charge: 0
ΔE to the lowest compared entry with this formula, charge and spin, kcal per mole: 23.6